(1)
Here is C17H10ClF4N5 in the gas phase at a distorted geometry from the OMol25 dataset. Energies are from ωB97M-V with the def2-TZVPD basis set.

Geometry as XYZ:
```
37
Properties=species:S:1:pos:R:3:forces:R:3
F 0.3861 4.8307 1.8383 -0.45 -1.17 0.07
C -0.0591 3.6201 1.4584 -0.50 -1.73 -2.16
C -0.2821 3.0794 0.1726 0.10 0.12 1.46
C -0.0052 3.8119 -1.1016 -0.84 -0.32 0.06
C 0.8461 3.0914 -2.1219 -0.65 0.48 -0.63
C 1.4213 4.2501 -1.3179 -0.35 -0.17 -0.82
N -0.6568 1.7109 0.2773 0.61 1.85 -0.38
C -0.6144 1.4331 1.5498 0.14 -0.54 1.02
C -0.7574 0.1303 2.2455 0.58 2.50 1.53
C -1.0355 -0.9930 1.3784 1.02 -2.33 -1.32
C -2.3645 -1.3807 1.0845 -0.32 -2.15 -1.34
C -2.5792 -2.4980 0.2417 -1.09 2.41 1.65
Cl -4.2017 -3.0289 -0.1314 0.57 0.16 0.14
C -1.4844 -3.1608 -0.2920 -0.21 -0.94 -0.52
N -1.5031 -4.2183 -1.0702 0.67 -1.75 -1.71
N -0.1907 -4.5367 -1.2522 0.74 1.30 0.84
C 0.6458 -3.6853 -0.5589 0.54 -2.18 -2.06
C -0.1697 -2.8050 0.0139 -1.16 1.53 1.28
C 0.0357 -1.7307 0.8260 -0.22 2.88 2.54
C -0.5156 0.1167 3.6285 0.48 1.90 -2.21
C -0.5464 -1.1918 4.3834 0.13 0.73 -0.15
F -0.3426 -0.9660 5.7006 -0.04 -0.82 -0.91
F -1.7007 -1.8565 4.2086 0.09 0.24 0.42
F 0.4088 -1.9859 3.8522 0.17 -0.17 0.91
N -0.0448 1.2655 4.3062 -1.08 0.78 -0.96
C -0.0090 2.4251 3.6857 -0.13 -1.96 -0.58
N -0.2717 2.5540 2.3150 0.39 0.11 1.78
H -0.8487 4.4204 -1.5170 0.96 -0.49 0.52
H 0.4805 3.2826 -3.1679 0.89 -0.24 1.12
H 1.1508 2.0707 -1.9075 -0.07 0.24 -0.01
H 2.1435 4.0708 -0.5325 -0.09 -0.24 -0.03
H 1.6082 5.1547 -1.8734 -0.09 0.21 0.05
H -3.2133 -0.9131 1.5617 0.00 0.17 -0.11
H 0.1655 -5.1558 -1.9803 -0.85 -0.03 0.49
H 1.7228 -3.7106 -0.5412 -0.05 -0.33 -0.26
H 1.0441 -1.4756 1.1379 -0.05 0.15 -0.08
H 0.2752 3.3571 4.1537 0.14 -0.20 0.37
```
Positions in Å, forces in eV/Å.

Summary:
* M: 395.75 g/mol
* structure (SMILES): Fc1c(C2CC2)nc2c(-c3cc(Cl)c4n[nH]cc4c3)c(C(F)(F)F)ncn12
* highest occupied orbital energy: -0.2966 Ha
* energy relative to the best compared isomer or geometry (same formula, charge and spin): 0.052 eV
* orbital gap: 7.8934 eV
* lowest unoccupied orbital energy: -0.18 eV

Here are the natural (NBO) charges for atoms 1 to 2, given in e: number 1, F, carries -0.288; number 2, C, carries 0.476

---

(2)
Here is a molecular structure, C17H10ClF6IMnNO2S5 from the OMol25 dataset. Energies are from ωB97M-V with the def2-TZVPD basis set.

Geometry as XYZ:
```
44
Properties=species:S:1:pos:R:3:forces:R:3
Mn -0.1519 0.0040 -0.7747 -0.13 -0.07 0.20
Cl 0.5387 -1.3680 5.9469 0.01 0.01 0.02
C 0.0122 -1.2620 4.2983 -0.11 -0.07 -0.05
C -1.1005 -1.9462 3.8978 0.12 0.09 0.07
C -1.5597 -1.8627 2.5697 -0.28 0.24 -0.21
I -3.3259 -2.8050 2.0127 0.07 0.01 0.04
C -0.9069 -1.0920 1.6315 0.33 -0.18 0.24
O -1.2744 -0.9900 0.3679 0.14 0.16 -0.29
C 0.2818 -0.4176 2.0504 -0.05 -0.04 -0.04
N 0.9437 0.2733 1.0746 -0.01 -0.11 0.05
C 2.0160 0.9650 1.3962 -0.09 -0.02 -0.08
C 2.5156 1.0078 2.7049 -0.02 -0.02 0.07
C 1.8920 0.2883 3.6881 -0.01 0.00 -0.07
C 0.7409 -0.4663 3.3795 0.02 0.03 -0.02
H -1.6449 -2.5494 4.6104 0.00 0.00 0.01
H 2.5055 1.5038 0.5969 0.00 -0.02 0.03
H 3.3951 1.5980 2.9148 0.01 0.01 0.01
H 2.2681 0.2901 4.7014 0.01 0.00 0.02
C -1.5864 4.4247 0.8853 -0.01 -0.08 0.01
S -1.3990 2.8581 1.7776 0.03 -0.01 -0.01
C -2.7066 1.9307 1.0531 0.03 0.02 -0.11
C -2.7623 1.4706 -0.2162 -0.07 0.06 0.11
S -1.5462 1.6738 -1.4585 -0.08 -0.13 0.00
S -4.2018 0.5749 -0.6328 -0.03 0.08 0.01
C -4.9973 0.6620 0.9057 0.24 -0.27 0.07
S -6.4045 -0.0877 1.2498 -0.11 0.10 -0.03
S -4.0578 1.5357 2.0773 -0.06 0.05 -0.04
H -0.8498 5.1064 1.3053 0.02 0.01 0.02
H -2.5839 4.8264 1.0447 0.00 0.02 -0.02
H -1.3867 4.2787 -0.1740 -0.02 0.02 0.02
C 1.9022 -0.1294 -4.4090 -0.04 0.00 0.04
C 2.0005 0.2803 -2.9409 0.06 0.10 -0.05
O 0.9233 -0.1827 -2.2299 -0.08 0.04 0.12
C 3.2746 -0.3407 -2.3264 0.04 -0.03 -0.07
F 3.2660 -1.6661 -2.5173 0.04 0.04 0.04
F 4.3970 0.1453 -2.8767 -0.04 -0.05 0.07
F 3.3493 -0.1349 -0.9996 0.05 -0.01 -0.08
C 2.0473 1.8227 -2.8514 -0.06 0.00 -0.09
F 0.8900 2.3323 -3.2985 0.14 -0.01 0.03
F 3.0351 2.3537 -3.5804 -0.07 0.00 0.07
F 2.2012 2.2534 -1.5815 -0.03 -0.01 -0.07
H 1.7593 -1.2065 -4.4552 0.01 0.02 0.00
H 2.7991 0.1441 -4.9608 0.01 0.01 -0.02
H 1.0369 0.3578 -4.8533 0.01 0.00 0.00
```
Positions in Å, forces in eV/Å.

Summary:
* M: 751.89 g/mol
* highest occupied orbital energy (alpha / beta): -0.2931 / -0.2952 Ha
* energy relative to the best compared isomer or geometry (same formula, charge and spin): 0.000 eV
* expectation value of S²: 6.170
* multiplicity: 5
* orbital gap (alpha / beta): 5.4466 / 6.9712 eV
* lowest unoccupied orbital energy (alpha / beta): -2.53 / -1.06 eV

Here are the natural (NBO) charges for atoms 1 to 2, given in e: number 1, Mn, carries 1.569; number 2, Cl, carries 0.014

---

(3)
Here is a molecular structure, C17H11F10KN3 from the OMol25 dataset. Energies are from ωB97M-V with the def2-TZVPD basis set.

Geometry as XYZ:
```
42
Properties=species:S:1:pos:R:3:forces:R:3
K -0.1332 -0.6120 -0.5969 -0.07 -0.35 -0.34
C 0.4099 -0.4270 3.4332 0.08 -0.08 -0.07
N -0.1903 0.0510 2.1960 -0.11 0.08 0.02
C -1.6035 0.4262 2.4503 -0.11 -0.09 -0.01
C -2.6435 -0.2508 1.5568 0.01 -0.21 0.27
N -2.5035 0.1770 0.1974 0.28 0.17 0.02
C -3.4504 -0.0175 -0.7017 -0.10 -0.06 -0.09
C -4.7268 -0.6385 -0.5837 0.02 0.04 -0.06
F -5.1204 -1.1805 0.6016 0.01 0.02 -0.01
C -5.6170 -0.7537 -1.6343 0.00 0.00 -0.03
F -6.8080 -1.3450 -1.4229 0.01 0.01 -0.01
C -5.3151 -0.2846 -2.8975 0.02 0.02 0.02
F -6.2000 -0.3831 -3.9149 0.01 0.00 0.01
C -4.0694 0.3036 -3.0849 -0.07 -0.03 -0.03
F -3.7360 0.7517 -4.3069 0.02 0.01 0.02
C -3.1902 0.4203 -2.0404 0.03 -0.03 0.08
F -1.9676 0.9659 -2.2871 -0.12 -0.07 -0.03
C 0.5647 1.1788 1.6247 0.13 0.25 -0.23
C 2.0394 0.9025 1.2144 0.21 0.08 0.09
N 2.3070 0.2331 -0.0436 -0.38 -0.21 0.19
C 2.2976 0.8974 -1.1898 -0.23 0.10 -0.02
C 2.3321 0.1409 -2.4102 0.18 0.06 0.08
F 2.3399 -1.2191 -2.3270 -0.01 0.15 0.07
C 2.3777 0.6896 -3.6688 -0.06 0.02 -0.07
F 2.4645 -0.1127 -4.7446 -0.01 0.01 0.02
C 2.3125 2.0618 -3.8511 0.02 0.00 0.03
F 2.3654 2.6065 -5.0855 0.00 0.00 0.02
C 2.1928 2.8467 -2.7193 -0.01 -0.02 -0.01
F 2.1004 4.1807 -2.8547 0.01 -0.01 -0.01
C 2.1656 2.2961 -1.4530 0.08 -0.03 -0.10
F 2.0189 3.1773 -0.4278 0.01 -0.02 0.01
H -0.1691 -1.2657 3.8204 -0.02 0.00 -0.01
H 0.4425 0.3561 4.2095 0.01 0.01 0.00
H 1.4249 -0.7797 3.2636 0.00 -0.02 0.01
H -1.7215 1.5133 2.3744 0.01 0.00 -0.04
H -1.8538 0.1487 3.4790 0.06 0.07 0.04
H -3.6285 -0.0510 2.0012 0.03 0.14 -0.02
H -2.5042 -1.3437 1.6745 0.01 0.02 -0.02
H 0.5966 2.0377 2.3195 -0.10 -0.15 0.19
H -0.0264 1.5442 0.7761 0.18 0.06 0.00
H 2.4773 0.2657 1.9865 0.01 0.05 0.04
H 2.5607 1.8606 1.3082 -0.04 0.02 0.00
```
Positions in Å, forces in eV/Å.

Summary:
* M: 486.37 g/mol
* net charge: -1
* highest occupied orbital energy: -0.1475 Ha
* orbital gap: 6.2120 eV
* lowest unoccupied orbital energy: 2.20 eV

Here are the natural (NBO) charges for atoms 1 to 2, given in e: number 1, K, carries 0.939; number 2, C, carries -0.409

---

(4)
Here is a molecular structure, C17H11F3FeO4 at a distorted geometry from the OMol25 dataset. Energies are from ωB97M-V with the def2-TZVPD basis set.

Geometry as XYZ:
```
36
Properties=species:S:1:pos:R:3:forces:R:3
F 1.4341 4.8572 -1.4268 -0.55 -0.93 0.52
C 0.9507 3.7194 -0.8371 -1.14 0.23 -0.99
F -0.0128 4.1056 0.0681 1.13 -0.41 -0.96
F 0.3183 2.9820 -1.8118 0.61 1.16 0.91
C 2.0389 2.9194 -0.1987 0.42 0.03 -0.37
C 1.6499 1.6366 0.3916 -1.01 -0.02 -0.80
O 0.5911 1.0380 0.0327 2.15 1.79 0.35
C 2.6359 1.0789 1.2795 0.49 -0.59 0.00
C 3.9569 1.4668 1.2032 -0.10 -0.03 0.22
C 4.3435 2.5379 0.3848 0.20 0.24 -0.24
C 3.3710 3.2832 -0.3051 -0.81 0.15 -0.01
H 2.3221 0.2731 1.9311 0.13 -0.13 -0.10
H 4.7241 0.9370 1.7664 -0.28 0.13 0.00
H 5.3934 2.8429 0.3005 -0.47 -0.28 0.08
H 3.6457 4.1395 -0.9349 -0.11 -0.36 0.49
O -3.2019 -3.5748 -2.9414 0.92 0.92 1.62
C -2.6146 -3.0880 -2.0622 -2.11 -2.94 -3.35
Fe -1.7035 -2.1278 -0.9408 2.24 1.36 -1.49
C -0.1731 -2.1564 -1.9093 2.43 0.81 -1.00
O 0.8248 -1.9439 -2.4646 -2.11 -0.76 0.99
C -2.0791 -0.6403 -1.8808 -0.30 3.70 -2.27
O -2.1433 0.2798 -2.5845 -0.05 -2.00 1.62
C -0.6283 -0.8049 1.2482 -0.11 0.24 0.50
C -1.8643 -0.2243 1.4717 0.58 0.73 0.65
C -3.0760 -0.7792 1.1205 -1.38 0.38 -0.39
C -3.2271 -1.9412 0.2933 -1.77 0.02 0.89
C -2.5975 -3.1967 0.6651 -0.37 -0.53 0.64
C -1.2566 -3.2398 0.9023 -0.10 -1.66 0.96
C -0.4242 -2.0919 0.6545 1.81 -0.20 0.13
H 0.2522 -0.1970 1.4631 -0.68 -0.76 0.05
H -1.8863 0.7999 1.8766 0.08 -0.66 0.13
H -4.0064 -0.2543 1.4069 0.64 -0.05 -0.46
H -4.1710 -2.0286 -0.2618 0.03 -0.07 0.88
H -3.2389 -4.0860 0.6494 0.51 0.08 0.01
H -0.7600 -4.1939 1.1232 -0.32 0.25 -0.20
H 0.6123 -2.3278 0.3272 -0.63 0.18 0.98
```
Positions in Å, forces in eV/Å.

Summary:
* M: 392.11 g/mol
* highest occupied orbital energy (alpha / beta): -0.2079 / -0.3231 Ha
* expectation value of S²: 6.129
* multiplicity: 5
* orbital gap (alpha / beta): 5.8828 / 6.0013 eV
* lowest unoccupied orbital energy (alpha / beta): 0.23 / -2.79 eV

Here are the natural (NBO) charges for atoms 1 to 2, given in e: number 1, F, carries -0.325; number 2, C, carries 0.971

---

The highest M belongs to which entry? C17H10ClF6IMnNO2S5

---

Number 4 is which compound? C17H11F3FeO4

---

Number 1 is which compound? C17H10ClF4N5

---

Among the records above, which one has the highest M? C17H10ClF6IMnNO2S5